# 1
Below is the molecule C5H8O2 in a non-equilibrium geometry, with properties calculated with the ωB97M-V functional and the def2-TZVPD basis.

XYZ file:
```
15
Properties=species:S:1:pos:R:3:forces:R:3
O 0.9007 -1.6310 2.0369 0.2220 0.2235 -0.3351
C 1.1245 -0.9849 0.9220 0.6928 -0.5153 0.2691
C 0.0243 -1.0918 -0.0793 -0.2990 -0.0188 -0.0095
C -0.2913 0.3260 -0.5113 0.1468 0.0644 0.1058
C 0.2220 0.8611 -1.7715 0.2677 0.0433 -0.0484
O -1.1535 0.5048 -1.6259 -0.1489 -0.0313 0.1499
C -0.4240 1.1786 0.7224 1.3392 -0.3465 0.6173
H 0.0407 -2.0891 2.0667 -0.3407 -0.1336 -0.0602
H 0.5976 0.9275 1.2638 -1.9961 0.9331 -0.5741
H -0.8745 -1.5732 0.3340 -0.2313 -0.0274 0.0074
H 0.3711 -1.6881 -0.9186 0.1423 -0.1195 -0.1351
H 0.4234 1.9297 -1.8608 -0.0812 -0.1974 0.0356
H 0.8073 0.2202 -2.4324 -0.1416 0.0942 0.1083
H -1.2835 0.8643 1.3412 0.4306 0.0972 -0.1554
H -0.4848 2.2460 0.5128 -0.0027 -0.0661 0.0246
```
Positions in Å, forces in eV/Å.

Computed properties:
Frontier orbital gap (eV): 9.45

Atom charges from the Löwdin analysis, given in e for atoms 1 to 8:
1 O 0.033
2 C -0.105
3 C -0.157
4 C -0.540
5 C -0.079
6 O -0.012
7 C -0.014
8 H 0.107

---

# 2
Below is a structure of composition C5H8O2 in a non-equilibrium geometry, with properties calculated with the ωB97M-V functional and the def2-TZVPD basis.

XYZ file:
```
15
Properties=species:S:1:pos:R:3:forces:R:3
C -1.3718 1.1538 -0.3188 0.1060 -0.0054 -0.0462
C -0.2459 0.1951 -0.0644 0.1088 0.0123 0.0209
C 0.0043 -0.4642 1.3097 -0.4654 -0.1565 0.2077
O 1.4349 -0.3432 1.2200 0.0715 0.0662 0.2264
C 1.2604 0.3175 -0.0066 0.6973 0.4307 -0.0801
C 0.6302 -0.5440 -1.0358 -0.3928 -0.4038 0.0702
O 0.5650 -1.9430 -1.0957 0.6499 0.1248 0.0812
H -1.3961 1.9406 0.4445 -0.0590 -0.0917 -0.1285
H -1.2590 1.6207 -1.3016 -0.0460 -0.0060 0.1399
H -2.3341 0.6262 -0.3091 0.1565 0.1183 -0.0053
H -0.2964 -1.5058 1.4770 -0.1662 0.1324 0.0343
H -0.3440 0.1701 2.1267 -0.2222 -0.0778 -0.0536
H 1.8373 1.1982 -0.2680 0.3894 -0.2390 0.1488
H 0.9409 -0.1296 -1.9828 -0.9508 0.0467 -0.4537
H 0.5745 -2.2925 -0.1950 0.1229 0.0489 -0.1619
```
Positions in Å, forces in eV/Å.

Computed properties:
Frontier orbital gap (eV): 10.03

Atom charges from the Löwdin analysis, given in e for atoms 1 to 8:
1 C -0.023
2 C -0.305
3 C -0.101
4 O -0.043
5 C -0.193
6 C -0.241
7 O 0.014
8 H 0.081

---

# 3
Below is a cluster of 2 separate species, C5H8O2 in total, with properties calculated with the ωB97M-V functional and the def2-TZVPD basis.

XYZ file:
```
15
Properties=species:S:1:pos:R:3:forces:R:3
C 0.2542 1.4062 1.3069 0.0833 -0.1813 0.1858
C 0.8670 0.2376 1.1966 0.0204 0.4330 0.0619
O 0.1961 -0.9647 1.3207 -0.0658 0.0265 0.0371
C 0.0243 -1.5880 0.0778 0.1258 -0.1994 -0.0760
C -1.1777 -1.0827 -0.7708 -0.0988 0.0353 -0.1589
C 0.2072 -0.7833 -1.1547 0.2775 0.0774 -0.3609
O 0.9694 -0.2963 -1.9419 -0.4042 -0.3876 0.3673
H -0.8171 1.4758 1.4669 0.1287 -0.0617 0.1029
H 0.8152 2.3288 1.2101 -0.0227 -0.1717 0.0678
H 1.9255 0.1418 0.9603 -0.0900 0.0101 0.0905
H 0.2569 -2.6506 0.0908 -0.0593 0.1363 -0.0196
H -1.7185 -1.7862 -1.3987 0.0011 -0.0344 0.1802
H -1.7888 -0.3261 -0.2793 0.1649 -0.0067 -0.2184
H 0.2725 2.3036 -1.0266 -0.0068 0.1086 -0.2028
H 0.5100 1.8804 -1.5881 -0.0540 0.2157 -0.0570
```
Positions in Å, forces in eV/Å.

Computed properties:
SMILES: C=CO[C@H]1CC1=O.[H][H]
Frontier orbital gap (eV): 9.99

Atom charges from the Löwdin analysis, given in e for atoms 1 to 8:
1 C 0.007
2 C -0.230
3 O -0.062
4 C -0.212
5 C 0.025
6 C -0.375
7 O 0.090
8 H 0.074

---

# 4
Below is the molecule C5H8O2 in a non-equilibrium geometry, with properties calculated with the ωB97M-V functional and the def2-TZVPD basis.

XYZ file:
```
15
Properties=species:S:1:pos:R:3:forces:R:3
C -1.7270 -0.6501 -0.1999 0.0371 -0.0191 -0.0027
C -0.4482 0.1532 -0.1062 -0.3651 0.5118 -0.1964
O -0.8773 1.5375 -0.2697 -0.2326 -0.4142 -0.7696
C 0.5273 0.1837 1.0933 -0.1564 0.5052 0.1870
C 1.7422 -0.2094 0.2096 -0.0230 0.0368 -0.0381
C 0.7722 -0.2630 -0.9795 0.0076 -0.0153 -0.5611
O 0.8787 -0.5843 -2.1310 -0.0518 0.2076 0.5794
H -2.3821 -0.3837 0.6359 0.0989 -0.0545 -0.1017
H -2.2223 -0.3481 -1.1272 0.0265 -0.1792 0.1210
H -1.5822 -1.7341 -0.2125 0.1471 0.1657 0.0748
H -0.2307 2.0610 -0.7592 0.0050 -0.2268 -0.0015
H 0.4232 1.2771 1.2068 0.9877 -0.6037 1.1363
H 0.3468 -0.3641 2.0248 -0.0691 0.0625 -0.3866
H 2.5333 0.5467 0.1443 -0.1663 -0.1436 -0.1183
H 2.2274 -1.1778 0.3869 -0.2457 0.1668 0.0776
```
Positions in Å, forces in eV/Å.

Computed properties:
SMILES: C[C@@]1(O)CCC1=O
Frontier orbital gap (eV): 10.41

Atom charges from the Löwdin analysis, given in e for atoms 1 to 8:
1 C -0.003
2 C -0.465
3 O -0.032
4 C -0.088
5 C -0.063
6 C -0.323
7 O 0.130
8 H 0.090

---

# 5
Below is the molecule C5H8O2 in a non-equilibrium geometry, with properties calculated with the ωB97M-V functional and the def2-TZVPD basis.

XYZ file:
```
15
Properties=species:S:1:pos:R:3:forces:R:3
C -1.2878 -2.1731 0.6179 0.8753 0.1534 0.0062
C -1.4282 -0.8614 0.7069 -1.2670 0.8728 -0.1067
C -0.3423 0.1348 0.7816 3.1724 1.0800 -0.4326
C 0.2819 0.3492 -0.6687 -1.2856 -0.7112 0.6675
C 1.5699 1.0872 -0.8157 1.2162 0.6637 0.2479
O 2.6509 0.7115 -1.2081 -1.1203 -0.3003 0.0272
O 1.4066 2.3983 -0.4510 -0.8259 -0.1813 -0.1676
H -0.2840 -2.5823 0.6445 0.0939 -0.0692 0.1587
H -2.0544 -2.9050 0.4655 -0.5649 0.0953 -0.0005
H -2.3865 -0.3446 0.5908 -0.1496 -0.6826 0.1384
H 0.5273 -0.1549 1.3727 -0.1223 -0.7870 0.2455
H -0.5001 1.1324 1.2079 -1.0165 -0.2975 -0.1630
H -0.4648 0.9296 -1.2003 -0.0650 0.0415 -0.4278
H 0.2980 -0.6571 -1.0749 0.5326 0.1305 -0.3933
H 2.0133 2.9354 -0.9690 0.5267 -0.0080 0.2000
```
Positions in Å, forces in eV/Å.

Computed properties:
SMILES: C=CCCC(=O)O
Frontier orbital gap (eV): 10.77

Atom charges from the Löwdin analysis, given in e for atoms 1 to 8:
1 C 0.012
2 C -0.205
3 C -0.194
4 C -0.091
5 C -0.505
6 O 0.106
7 O 0.076
8 H 0.067

---

# 6
Below is a structure of composition C5H8O2 in a non-equilibrium geometry, with properties calculated with the ωB97M-V functional and the def2-TZVPD basis.

XYZ file:
```
15
Properties=species:S:1:pos:R:3:forces:R:3
C -0.8709 -0.4067 0.3309 -0.6866 1.3425 -2.2596
C 0.4472 0.0751 -0.5330 1.5158 -2.6044 1.4201
C -0.0880 -1.5264 -0.1449 0.3419 2.1760 -0.2918
C 1.5673 0.6834 0.2560 0.2595 -0.0357 -0.0402
C -1.4841 0.5208 -0.7117 -2.8361 -2.6564 1.5807
O -0.9140 -0.1400 1.6732 0.4919 0.0423 -0.3618
O -1.8978 0.1645 -1.8161 0.8486 0.5854 0.2434
H -1.0343 0.8037 1.8366 -0.1804 0.0331 -0.1109
H 0.6214 0.0133 -1.5997 -0.8346 0.4438 0.0618
H -1.9547 1.3751 -0.1730 0.9136 0.5951 -0.3790
H 0.4409 -2.1162 0.5904 0.1345 0.1732 -0.0528
H -0.4330 -1.9909 -1.0564 -0.0145 -0.1224 0.0664
H 1.3866 0.6739 1.3287 -0.0804 -0.0011 0.0564
H 1.7101 1.7172 -0.0649 0.0199 0.0085 0.0694
H 2.5035 0.1533 0.0839 0.1068 0.0201 -0.0021
```
Positions in Å, forces in eV/Å.

Computed properties:
Frontier orbital gap (eV): 8.98

Atom charges from the Löwdin analysis, given in e for atoms 1 to 8:
1 C -0.423
2 C -0.149
3 C 0.063
4 C -0.078
5 C -0.296
6 O 0.060
7 O -0.023
8 H 0.116

---

# 7
Below is the molecule C5H8O2 in a non-equilibrium geometry, with properties calculated with the ωB97M-V functional and the def2-TZVPD basis.

XYZ file:
```
15
Properties=species:S:1:pos:R:3:forces:R:3
C 1.4948 0.6817 -0.3803 -0.0051 -0.3413 -0.5608
C 0.3099 0.0901 0.3300 -0.0433 0.2610 -0.2684
O 0.5826 -0.5083 1.5811 0.3879 0.1010 0.0384
C -1.0904 0.7557 0.4416 0.1391 0.0534 0.0641
C -1.6131 -0.4546 -0.3202 -0.1200 -0.6455 0.3608
O -1.0632 -0.4343 -1.6216 0.1031 0.0919 -0.3111
C -0.2624 -0.9752 -0.5902 -1.3454 -0.5114 1.0760
H 1.1956 1.4276 -1.1155 -0.1807 0.1603 0.1427
H 2.2470 1.1428 0.2900 0.0074 -0.7224 -0.5927
H 1.6599 -0.2372 -1.0320 1.8090 1.4525 0.7945
H 1.4411 -0.9478 1.5269 -0.0755 0.0153 0.0216
H -1.4542 0.8314 1.4685 0.2011 -0.0154 -0.1182
H -1.1794 1.7135 -0.0794 -0.1758 -0.2260 0.0473
H -2.3756 -1.1540 -0.0300 -0.7744 0.2997 -0.4396
H 0.0353 -2.0169 -0.6035 0.0726 0.0269 -0.2543
```
Positions in Å, forces in eV/Å.

Computed properties:
SMILES: C[C@@]1(O)C[C@H]2O[C@H]21
Frontier orbital gap (eV): 10.49

Atom charges from the Löwdin analysis, given in e for atoms 1 to 8:
1 C -0.001
2 C -0.548
3 O 0.015
4 C -0.008
5 C -0.212
6 O 0.035
7 C -0.223
8 H 0.084

---

# 8
Below is the molecule C5H8O2, with properties calculated with the ωB97M-V functional and the def2-TZVPD basis.

XYZ file:
```
15
Properties=species:S:1:pos:R:3:forces:R:3
O -2.8625 -1.7738 0.4817 0.2775 0.8932 -0.2179
C -2.4633 -0.7076 0.2107 -0.2060 -0.5564 0.1433
C -1.9968 0.4838 -0.0948 -0.1120 -0.1402 0.0487
C -0.5150 0.7383 -0.2773 0.1251 0.0096 -0.0212
C 0.3101 -0.5284 -0.0452 -0.0293 -0.0387 0.0329
C 1.7911 -0.4056 -0.3789 -0.1420 -0.2937 -0.2059
O 2.4833 0.5084 0.4507 0.0047 0.3054 -0.0452
H -2.7308 1.2734 -0.2185 0.0775 -0.1138 0.0390
H -0.1934 1.5227 0.4212 -0.0505 -0.1164 -0.1055
H -0.3371 1.1233 -1.2924 -0.0141 -0.0895 0.1320
H 0.2128 -0.8326 1.0047 0.0124 0.0116 -0.1245
H -0.1016 -1.3422 -0.6584 0.0718 0.0776 0.0623
H 2.2679 -1.3786 -0.2217 -0.0429 0.1378 -0.0310
H 1.9183 -0.1509 -1.4433 -0.0077 0.0025 0.1701
H 2.3340 1.3980 0.1118 0.0356 -0.0891 0.1231
```
Positions in Å, forces in eV/Å.

Computed properties:
SMILES: O=C=CCCCO
Frontier orbital gap (eV): 9.64

Atom charges from the Löwdin analysis, given in e for atoms 1 to 8:
1 O 0.165
2 C -0.213
3 C -0.099
4 C -0.214
5 C -0.206
6 C -0.278
7 O -0.064
8 H 0.109